Entry 1:
Computed, not measured: a structure of composition C34H62BCl2CoN6O3SSb, with ωB97M-V/def2-TZVPD.

Structure (ORCA input):
```
! RIJCOSX wB97M-V def2-TZVPD def2/J DEFGRID3
* xyz 0 4
Co -0.62018 -0.58435 0.73334
C 2.82999 -0.70438 3.79319
C 1.73610 0.30354 3.42709
C 1.75705 1.47750 4.41538
C 1.94060 0.81533 2.03181
C 3.02533 1.58431 1.60096
C 2.83620 1.80315 0.24981
C 3.84090 2.60515 -0.54892
C 3.79890 4.08075 -0.11964
C 3.81048 2.49300 -2.07107
N 1.69451 1.16691 -0.10036
N 1.13996 0.58364 0.99432
B 0.97412 0.93783 -1.45514
N 1.05378 -0.61081 -1.72431
N 0.74622 -1.44402 -0.69215
C 1.13224 -2.67363 -1.02286
C 1.63755 -2.65085 -2.32270
C 1.58584 -1.32856 -2.73849
C 2.16936 -0.93755 -4.07612
C 1.70429 0.37752 -4.69016
C 3.70423 -0.97943 -3.99764
C 1.16398 -3.87279 -0.11105
C 1.61731 -3.46680 1.29534
C -0.15320 -4.65526 -0.09698
N -0.49371 1.45577 -1.35882
N -1.41276 0.85541 -0.55278
C -2.55563 1.54606 -0.64904
C -2.36110 2.59869 -1.54932
C -1.04841 2.52813 -1.96296
C -0.40577 3.61965 -2.77780
C 0.60437 4.37020 -1.90388
C 0.20006 3.20720 -4.11947
C -3.89791 1.35419 0.02797
C -4.19159 2.58508 0.90311
C -4.10954 0.06899 0.82147
H 2.68188 -1.05683 4.81602
H 3.81629 -0.24084 3.72920
H 2.81248 -1.56704 3.12334
H 0.77284 -0.20317 3.47706
H 2.75686 1.91661 4.45107
H 1.06101 2.25676 4.11133
H 1.49119 1.14122 5.41776
H 3.85504 1.92945 2.19617
H 4.80969 2.21445 -0.22524
H 2.82711 4.52437 -0.33171
H 4.56146 4.64690 -0.65923
H 3.98617 4.17789 0.94890
H 2.98414 3.05718 -2.50378
H 3.72754 1.45388 -2.38042
H 4.73894 2.90151 -2.47315
H 1.51306 1.51338 -2.33235
H 2.03189 -3.48656 -2.87904
H 1.86206 -1.74332 -4.74814
H 2.22280 1.21582 -4.22770
H 0.62991 0.51644 -4.57224
H 1.94046 0.38733 -5.75540
H 4.06319 -0.30237 -3.22421
H 4.13913 -0.67694 -4.95226
H 4.06005 -1.97974 -3.75251
H 1.92441 -4.53521 -0.53285
H 0.99375 -2.65768 1.67579
H 2.64731 -3.10788 1.27000
H 1.56236 -4.31325 1.98223
H -0.98327 -4.01149 0.18740
H -0.08513 -5.48455 0.60853
H -0.35381 -5.07375 -1.08429
H -3.08464 3.34195 -1.84193
H -1.22813 4.30254 -3.00087
H 1.36416 3.67624 -1.55146
H 0.10679 4.79286 -1.03003
H 1.08179 5.17627 -2.46476
H 1.19059 2.77520 -3.99329
H 0.29714 4.08418 -4.76182
H -0.43713 2.48507 -4.63196
H -4.63907 1.36896 -0.77964
H -4.33339 3.47873 0.29499
H -5.10262 2.42324 1.48358
H -3.36326 2.77966 1.58150
H -3.51601 0.07858 1.73205
H -3.82381 -0.81084 0.25026
H -5.16228 -0.02516 1.09603
C -2.03435 -4.73042 2.73781
Sb -1.78360 -2.57069 2.72323
C -0.60475 -2.62425 4.53270
C -3.64629 -2.19001 3.74789
H -2.51408 -5.04614 3.66381
H -1.05368 -5.20123 2.67045
H -2.63741 -5.05948 1.89138
H -0.85257 -1.75741 5.13841
H 0.46058 -2.60606 4.30242
H -0.84162 -3.53706 5.07770
H -3.72863 -2.87899 4.58685
H -4.48974 -2.32940 3.07300
H -3.64139 -1.16518 4.11555
Cl -2.68942 3.57525 4.20494
C -2.50658 1.84290 3.90980
Cl -1.99239 1.01763 5.38881
C -1.52987 1.54950 2.71710
O -1.06946 2.48198 2.08929
O -1.43213 0.29517 2.47839
H -3.48951 1.45554 3.65253
C -2.06549 -3.32930 -2.94825
S -1.96803 -1.69835 -2.15255
C -3.63468 -1.19453 -2.67325
O -2.03464 -1.96775 -0.67945
H -2.22867 -3.17459 -4.01443
H -2.88204 -3.89733 -2.50496
H -1.11879 -3.83710 -2.78687
H -3.66025 -1.20304 -3.76280
H -3.81105 -0.18684 -2.30966
H -4.37402 -1.88244 -2.26495
*
```

Output
Orbital gap (alpha / beta) ... 8.51 / 8.56 eV
DFT total energy ... -132072.28161 eV
Relative energy (zero: lowest compared OMol25 entry of this formula, charge and spin) ... 0.661 eV

***

Entry 2:
Computed, not measured: a structure of composition C34H62BrMnN3O2Sb2Si, with ωB97M-V/def2-TZVPD.

Structure (ORCA input):
```
! RIJCOSX wB97M-V def2-TZVPD def2/J DEFGRID3
* xyz 3 5
Mn -0.26332 0.24598 0.32030
C 0.54822 1.16574 4.16868
Sb -0.58250 -0.18393 2.99423
C -2.59107 0.22631 3.48807
C -0.11026 -2.11432 3.78359
C -1.38793 -2.85315 4.05980
C -1.97077 -2.74848 5.31945
C -3.18028 -3.36653 5.60010
C -3.82061 -4.09633 4.61145
C -3.23795 -4.21986 3.35825
C -2.02124 -3.60998 3.06416
C -1.40077 -3.84150 1.71118
Sb -1.59663 -2.25355 0.29807
C -1.16894 -3.31980 -1.47327
C -3.70034 -2.06433 0.23614
H 0.18116 1.06346 5.19023
H 0.41038 2.19094 3.83301
H 1.60214 0.89966 4.12857
H -2.87941 -0.39329 4.33606
H -3.23477 0.01600 2.63855
H -2.66807 1.27946 3.75153
H 0.46614 -1.92886 4.69018
H 0.54049 -2.62052 3.07265
H -1.46279 -2.19089 6.09889
H -3.61129 -3.28715 6.58873
H -4.76025 -4.59013 4.81819
H -3.72636 -4.82833 2.60608
H -1.89726 -4.68318 1.22491
H -0.34567 -4.11072 1.78792
H -1.81889 -4.19419 -1.49592
H -0.12796 -3.63753 -1.47780
H -1.35545 -2.68248 -2.33249
H -4.10953 -3.05247 0.02728
H -4.00042 -1.37621 -0.55094
H -4.08257 -1.72086 1.19480
C -2.55380 0.42932 -5.86472
C -1.67336 -0.55433 -6.66159
C -2.15057 -1.97708 -6.34343
C -1.85256 -0.31430 -8.18473
Si 0.14188 -0.20716 -6.35324
Br -0.11266 0.07374 -2.11025
C 1.34059 -1.63278 -6.18311
C 2.77102 -1.27096 -5.76438
C 1.38458 -2.22365 -7.61938
C 0.81629 -2.69264 -5.19713
C 0.78553 1.53922 -6.50027
C -0.26054 2.65816 -6.43193
C 1.89066 1.86123 -5.47982
C 1.38673 1.50795 -7.93657
H -3.59568 0.12285 -5.98325
H -2.47158 1.45366 -6.21911
H -2.32784 0.41403 -4.79405
H -3.18506 -2.06543 -6.68325
H -2.14367 -2.18094 -5.27159
H -1.58133 -2.75565 -6.84750
H -2.91084 -0.44562 -8.42430
H -1.29669 -1.03764 -8.78605
H -1.57320 0.68858 -8.50353
H 3.24838 -0.54942 -6.42489
H 3.37084 -2.18317 -5.80410
H 2.81708 -0.89206 -4.74297
H 1.83407 -1.53424 -8.33754
H 0.41054 -2.53169 -7.99958
H 2.01627 -3.11544 -7.59540
H 0.69932 -2.28601 -4.18885
H 1.55623 -3.49498 -5.14238
H -0.12553 -3.14021 -5.50617
H -0.70931 2.73686 -5.44132
H -1.05664 2.55892 -7.16694
H 0.24627 3.60362 -6.63787
H 1.53324 1.78017 -4.45068
H 2.20324 2.89586 -5.63909
H 2.77193 1.23553 -5.59040
H 0.63545 1.32603 -8.70964
H 2.19024 0.78081 -8.05301
H 1.81607 2.49291 -8.13815
N 6.91419 0.35903 0.98306
C 6.06311 -0.48231 0.36570
O 6.38479 -1.40459 -0.34781
C 4.57965 -0.22614 0.56101
C 3.73851 -1.33161 0.48481
C 2.37835 -1.13642 0.54085
N 1.82435 0.08210 0.65292
C 2.63498 1.14627 0.73045
C 4.01338 1.03374 0.69551
H 7.90337 0.19516 0.87461
H 6.61538 1.01962 1.67753
H 4.15923 -2.31856 0.35048
H 1.69234 -1.97350 0.46484
H 2.16292 2.11855 0.80269
H 4.62027 1.92835 0.73164
C -1.87486 4.00203 1.59065
N -2.69242 3.58768 0.44944
C -3.65200 4.54247 -0.12850
C -2.56879 2.36790 -0.02436
C -3.41317 1.92270 -1.17725
O -1.75199 1.55460 0.51345
H -2.24476 4.95241 1.95983
H -0.83223 4.11786 1.29305
H -1.94298 3.26237 2.38578
H -3.45617 5.52276 0.29178
H -4.67431 4.25308 0.11131
H -3.52994 4.60305 -1.20702
H -4.47273 1.98100 -0.92242
H -3.14466 0.90342 -1.43716
H -3.25206 2.56247 -2.04540
*
```

Output
Orbital gap (alpha / beta) ... 5.49 / 7.80 eV
DFT total energy ... -167123.64677 eV
Relative energy (zero: lowest compared OMol25 entry of this formula, charge and spin) ... 0.288 eV

***

Q: The lowest relative energy (zero: lowest compared OMol25 entry of this formula, charge and spin) belongs to which entry?
A: C34H62BrMnN3O2Sb2Si

***

Q: Among the records above, which one has the lowest relative energy (zero: lowest compared OMol25 entry of this formula, charge and spin)?
A: C34H62BrMnN3O2Sb2Si